# 1
The following is a quantum chemistry calculation of an isolated molecule of C29H26N2O5 in a non-equilibrium geometry, from the OMol25 dataset.

Geometry as XYZ:
```
62
Properties=species:S:1:pos:R:3:forces:R:3
C -0.49810 -1.92466 -2.30690 0.07 -0.08 -0.08
C 5.65849 2.34849 -0.64136 0.12 0.02 0.03
O 3.49684 -2.21507 1.08934 0.08 0.47 0.15
C 3.79689 -3.49376 0.82893 -0.20 -0.74 -0.23
C 3.43997 0.82349 -1.27579 0.02 0.07 -0.01
C -4.27785 -0.09719 -0.12848 -0.10 0.04 0.06
C -6.23119 1.24965 0.27380 -0.11 0.05 -0.02
H 6.52249 2.94825 -0.39517 0.07 0.05 0.02
H 4.77737 -0.36656 -2.44354 0.01 -0.07 -0.06
C -6.74382 0.89404 -0.96128 -0.09 0.06 0.01
C -1.19043 0.55332 3.45336 -0.37 -0.07 0.03
H -2.04108 1.03538 1.15710 0.05 -0.08 0.25
H 2.38686 2.12217 2.31668 -0.10 -0.05 -0.06
O 0.15633 0.77569 3.03433 0.19 -0.10 0.21
C 1.96044 2.23017 0.17112 0.01 -0.09 0.19
H -1.11281 0.12363 4.45268 -0.07 0.03 -0.22
C -1.92308 -0.44953 2.53099 0.24 0.51 0.52
C 5.79188 1.25034 -1.47408 0.10 -0.01 -0.03
H 0.61187 -3.40985 0.14866 -0.25 0.03 -0.05
N -2.37686 0.11123 1.40093 -0.36 0.16 -0.54
C -1.95894 -0.70313 -0.83832 0.00 -0.18 -0.10
H -0.24426 1.39395 -2.86477 0.01 0.07 -0.04
O -2.11077 -1.59883 2.86568 0.02 -0.40 0.11
C 2.69556 -4.17948 0.41038 0.53 0.17 0.16
C -4.80133 -0.45442 -1.36564 -0.03 -0.01 0.02
C 3.29789 1.92123 -0.43459 -0.07 0.13 -0.04
C 0.35009 1.53509 1.96173 0.23 0.50 0.12
C 2.17325 -2.06055 0.83582 -0.76 -0.95 -0.46
H -6.78752 1.91366 0.91943 -0.04 0.05 0.05
H 4.81503 -3.79699 0.97631 0.15 0.07 0.05
C -0.58189 0.46519 -2.42611 -0.01 0.16 0.03
H 3.30618 0.03703 1.67877 -0.06 -0.04 -0.04
C 1.63576 -3.24866 0.41205 0.18 0.89 0.28
H 1.81264 3.30408 0.28526 -0.06 0.00 -0.05
C 1.82854 1.56391 1.55824 -0.31 -0.11 -0.30
H -1.73131 1.50579 3.47830 0.09 -0.12 0.04
O 0.37601 -0.53408 0.70734 0.18 -0.31 -0.17
H 2.57012 0.23188 -1.52657 -0.12 -0.07 -0.04
H -1.77943 -2.83167 -0.85075 -0.04 -0.09 0.08
C 4.41910 2.67914 -0.12188 -0.05 -0.03 -0.02
H -6.42076 -0.24762 -2.74311 -0.03 -0.02 -0.08
C -0.05845 -0.73856 -2.86730 0.13 -0.08 -0.07
C 4.67947 0.48919 -1.79158 0.02 -0.07 -0.05
H -7.69937 1.27988 -1.28465 -0.07 0.04 -0.03
C -5.00640 0.75607 0.68856 0.06 -0.05 0.03
H 2.64701 -5.21343 0.13778 0.07 -0.22 -0.04
O -0.49742 2.21287 1.43442 0.03 0.13 0.07
C -6.02573 0.03777 -1.77899 -0.02 -0.06 -0.06
H 1.16294 1.83605 -0.46097 0.00 0.07 0.03
C 1.53725 -0.75580 1.00715 0.47 0.15 0.24
H 4.31849 3.53692 0.52816 -0.02 0.11 0.07
C -1.53116 0.48299 -1.42127 -0.03 -0.12 -0.05
H -0.09480 -2.86645 -2.65200 0.02 -0.07 -0.03
H 6.75951 0.99099 -1.87737 0.08 -0.02 -0.04
N 2.32164 0.20549 1.54849 0.12 0.07 0.20
H -4.61543 1.02946 1.65737 0.03 0.03 0.05
H -3.09352 -1.67550 0.70430 0.06 0.18 -0.10
H -4.24282 -1.12062 -2.00718 0.05 -0.03 -0.08
H 0.69007 -0.75107 -3.64723 0.03 0.00 -0.07
C -1.44395 -1.90579 -1.29671 -0.15 0.11 0.02
H -1.93290 1.42663 -1.08069 -0.05 0.14 0.03
C -2.94260 -0.66183 0.31082 0.07 -0.22 0.11
```
Forces are in eV/Å.

Summary:
**SMILES**: O=C(COC(=O)[C@H](Cc1ccccc1)NC(=O)c1ccco1)NC(c1ccccc1)c1ccccc1
**Spin multiplicity**: 1


# 2
The following is a quantum chemistry calculation of an isolated molecule of C4H7NO2 in a non-equilibrium geometry, from the OMol25 dataset.

Geometry as XYZ:
```
14
Properties=species:S:1:pos:R:3:forces:R:3
C 1.84710 0.86446 0.00123 0.31 0.23 -0.17
H -1.35204 -1.57600 -1.38398 0.07 0.15 0.16
O 1.34567 -0.23508 0.73962 0.21 -0.32 -0.23
O -1.46858 0.96349 1.34741 -0.42 -0.01 0.24
N -0.74589 1.27793 0.17052 0.33 -0.30 -0.34
H -0.73989 0.43154 1.74125 -0.92 0.24 0.32
C 0.91598 -0.05682 -0.65408 0.12 -0.17 -0.12
H 2.90429 0.76956 -0.21743 0.00 0.09 -0.16
H -1.06550 -1.75746 0.34908 -0.04 0.07 -0.07
C -1.40765 -1.05441 -0.41956 -0.03 -0.01 0.08
C -0.54125 0.17479 -0.46251 0.06 0.08 0.40
H -2.44589 -0.78791 -0.21526 0.18 -0.03 0.02
H 1.26447 -0.86258 -1.29090 0.04 0.20 -0.13
H 1.48916 1.84849 0.29463 0.09 -0.23 -0.01
```
Forces are in eV/Å.

Summary:
**SMILES**: C/C(=N\O)[C@H]1CO1
**Spin multiplicity**: 1


# 3
The following is a quantum chemistry calculation of the ion C4H9N2O2 with charge -1 in a non-equilibrium geometry, from the OMol25 dataset.

Geometry as XYZ:
```
17
Properties=species:S:1:pos:R:3:forces:R:3
N -0.44993 -0.09460 -1.15062 -1.11 -1.95 1.99
H -0.39060 1.20238 -2.71314 -0.37 0.38 -0.81
N 0.42994 -1.80932 2.29146 1.62 -1.37 -2.55
H 0.43879 0.56236 0.60011 0.41 0.81 1.23
H 0.08577 -2.50672 0.28157 -0.33 1.84 1.36
H 1.49471 -1.90142 2.30733 -2.48 0.61 0.02
H 0.01667 -1.34125 3.03393 -0.35 1.23 1.34
H -1.45908 -0.04955 -0.82964 1.62 0.33 -0.40
C -0.06796 1.19093 -1.69319 3.14 -1.85 -0.69
H 1.35336 -0.67267 -0.37597 -0.17 0.41 0.97
O 0.23936 3.36880 -0.93549 -0.10 1.60 -0.08
C 0.40215 -0.38313 0.12996 -0.51 -0.23 -3.39
H -1.19197 -1.51116 0.82388 -1.54 0.17 1.12
C -0.14593 -1.53379 0.94383 2.64 -2.64 -1.67
H 1.10945 1.05737 -1.76010 -2.07 0.94 0.01
C -0.49874 2.38058 -0.85770 3.11 -0.89 -1.22
O -1.36601 2.04120 -0.09621 -3.51 0.61 2.77
```
Forces are in eV/Å.

Summary:
**Net charge**: -1
**SMILES**: NCCNCC(=O)[O-]
**Spin multiplicity**: 1


# 4
The following is a quantum chemistry calculation of an isolated molecule of C2H8N3P in a non-equilibrium geometry, from the OMol25 dataset.

Geometry as XYZ:
```
14
Properties=species:S:1:pos:R:3:forces:R:3
P 1.62078 -0.25468 -0.38646 0.37 -0.04 0.53
N -0.44173 -1.47740 0.74065 3.42 1.61 1.29
H -0.28719 -2.12219 -0.02890 0.68 0.24 -0.28
N 0.90368 -0.36871 1.00095 -3.08 -2.98 -0.56
H 2.51937 1.53075 0.83628 -0.04 -0.17 -0.05
C -1.29753 0.40797 -0.68075 2.20 0.57 0.50
H -0.52265 0.02731 -1.33912 -0.20 -0.03 -0.59
C -1.47951 -0.58435 0.42913 -2.44 0.02 -0.52
H -0.84189 1.25320 -0.19041 0.20 0.76 -0.29
H -2.30939 -1.19843 0.08319 -0.43 -0.42 0.55
H 3.44088 1.00375 -0.46049 1.82 0.40 -0.74
H -1.75560 -0.05503 1.33076 -0.29 -0.03 0.29
H -2.10181 0.75893 -1.26459 -1.36 -0.04 -0.37
N 2.55258 1.07887 -0.07024 -0.85 0.13 0.24
```
Forces are in eV/Å.

Summary:
**SMILES**: CCN/N=P/N
**Spin multiplicity**: 1


# 5
The following is a quantum chemistry calculation of a cluster of 2 separate species, C2H10N2 in total in a non-equilibrium geometry, from the OMol25 dataset.

Geometry as XYZ:
```
14
Properties=species:S:1:pos:R:3:forces:R:3
H 1.78407 0.80755 -0.13007 0.18 -0.06 -0.14
N -1.64568 -1.05443 -0.47426 -0.78 1.28 0.65
H 1.65762 -0.68902 0.61989 0.44 -0.56 0.18
H -1.73702 1.05238 -0.91755 -0.76 -0.31 0.19
C -1.18153 0.33614 -0.31038 0.62 -0.06 -0.75
H -1.03694 -1.63246 0.08436 0.12 -0.45 -0.45
H -0.89882 0.26165 1.81855 0.09 -0.42 -0.28
H 3.27982 0.14460 0.37077 0.27 -0.62 0.08
H -1.87391 1.48344 1.26704 -0.11 -0.26 -0.01
H -1.65171 -1.27033 -1.45755 0.29 -0.53 -0.03
H -0.21091 0.43440 -0.80911 0.45 -0.11 0.47
H 2.34115 -0.55328 -1.04782 0.34 -0.34 0.09
N -1.14977 0.82720 1.02867 -0.03 0.85 0.16
C 2.32365 -0.14783 -0.04254 -1.12 1.58 -0.16
```
Forces are in eV/Å.

Summary:
**SMILES**: NCN.C
**Spin multiplicity**: 1


# 6
The following is a quantum chemistry calculation of an isolated molecule of C3H6N2O2 in a non-equilibrium geometry, from the OMol25 dataset.

Geometry as XYZ:
```
13
Properties=species:S:1:pos:R:3:forces:R:3
C -0.96295 -0.13301 0.02017 0.54 0.48 -0.67
C 0.28878 0.37891 -0.02391 0.87 -0.90 0.21
O 0.64303 1.54742 0.63008 0.14 -0.62 -0.23
H -1.73581 1.37798 1.05154 -0.14 -0.43 -0.05
C 1.37758 -0.45839 -0.53438 -0.26 -0.45 -0.36
H 0.98590 -1.45246 -0.90556 0.75 1.06 -0.03
H -2.30854 -0.12191 1.48112 -0.06 0.09 -0.09
H 3.19571 -0.76443 -0.98266 -0.08 0.11 0.70
H -2.34490 -1.12120 -0.75999 0.41 -0.07 -0.08
N -2.00258 0.45424 0.70113 -0.62 1.12 0.76
O -1.37337 -1.17329 -0.76426 0.09 -0.23 0.46
N 2.61654 -0.10549 -0.44770 -1.18 -0.21 -0.77
H 1.62064 1.57162 0.53443 -0.45 0.07 0.15
```
Forces are in eV/Å.

Summary:
**SMILES**: [H]/N=C/C(O)=C(/N)O
**Spin multiplicity**: 1


What HOMO values result from the calculations? In sequence: -8.8 -9.3 -3.7 -9.1 -8.9 -7.9 eV.
What HOMO-LUMO gap values result from the calculations? In sequence: 9.4 9.8 7.5 9.6 9.9 8.6 eV.
What relative energy (zero: lowest compared OMol25 entry of this formula, charge and spin) values result from the calculations? In sequence: 25.2 505.4 194.3 237.9 63.2 230.2 kJ/mol.